(1)
C12H17CaF12Mg2N3NaO12P2 as an isolated structure in a non-equilibrium geometry. Source: the OMol25 dataset; level of theory: ωB97M-V/def2-TZVPD.

Results
Net charge: +1
E, eV: -126672.8405
Highest occupied orbital energy, eV: -8.305
Strongest force on any atom, eV Å⁻¹: 2.45

CARTESIAN COORDINATES (ANGSTROEM)
C  1.621  -2.328  2.736
N  1.406  -0.970  3.177
C  0.734  -0.170  2.158
P  -0.203  1.207  2.928
C  -1.601  0.391  3.801
O  -2.612  -0.203  2.930
C  -2.631  -1.557  3.080
F  -1.533  -2.139  2.613
F  -3.635  -2.033  2.447
F  -2.801  -1.928  4.325
H  2.003  -2.391  1.705
H  0.728  -2.976  2.919
H  2.394  -2.747  3.353
H  0.842  -0.954  4.013
H  1.481  0.240  1.509
H  0.052  -0.769  1.526
H  -0.729  1.950  1.864
H  -2.060  1.138  4.413
H  -1.203  -0.343  4.475
Mg  0.161  -2.775  0.868
F  -3.897  -2.627  0.375
C  -6.821  -1.336  4.871
O  -7.187  -2.130  4.042
O  -5.536  -0.714  4.520
O  -7.317  -0.891  5.930
H  -5.449  -1.212  3.682
C  -1.602  -2.669  -3.680
C  -2.510  -1.738  -2.870
C  -3.498  -0.837  -3.586
F  -2.895  0.035  -4.431
F  -4.156  -0.089  -2.652
F  -1.721  -0.990  -2.035
F  -3.256  -2.533  -2.107
O  -0.281  -2.219  -3.914
C  0.085  -1.464  -4.993
C  0.505  -0.046  -4.605
F  -0.524  0.608  -4.016
F  0.821  0.664  -5.712
F  -0.866  -1.442  -5.945
F  1.162  -2.078  -5.521
H  -1.475  -3.534  -3.035
H  -2.073  -3.047  -4.588
H  -4.220  -1.433  -4.148
H  1.370  -0.070  -3.940
Na  -4.157  0.014  1.669
N  0.246  2.922  -1.966
O  0.999  3.420  -2.895
O  -0.895  3.429  -1.854
O  0.653  2.056  -1.260
Ca  0.773  5.521  -3.213
O  4.323  2.307  -0.452
P  4.589  3.738  -0.887
O  6.046  4.046  -0.592
O  3.651  4.676  -0.125
O  4.334  3.914  -2.381
C  9.444  2.564  0.354
C  8.518  1.858  -0.509
N  7.777  1.301  -1.181
H  10.474  2.386  0.050
H  9.261  3.636  0.318
H  9.337  2.240  1.387
Mg  -6.448  1.124  5.054

Atoms 1-6, force components in eV/Å:
0.057 0.083 1.142
-0.642 0.334 -0.687
-0.321 -0.035 0.173
1.217 0.691 1.193
0.477 0.817 -1.382
1.399 -0.531 1.375

Löwdin atomic charge list, values in e, 6 entries: -0.20 -0.12 -0.48 1.03 -0.33 -0.10



(2)
C32H33ClIrN3PS as an isolated structure. Source: the OMol25 dataset; level of theory: ωB97M-V/def2-TZVPD.

Results
Expectation value of S²: 6.03
Net charge: +1
E, eV: -73668.0641
Highest occupied orbital energy (spin up / spin down), eV: -7.671 / -10.804
Strongest force on any atom, eV Å⁻¹: 0.85
Spin multiplicity: 5

CARTESIAN COORDINATES (ANGSTROEM)
Ir  -0.230  -0.392  -0.825
C  -1.194  -4.118  -4.604
N  -0.603  -4.316  -3.282
C  -0.217  -5.529  -2.746
C  0.260  -5.284  -1.517
N  0.187  -3.905  -1.308
C  -0.348  -3.333  -2.395
S  -0.709  -1.696  -2.779
C  0.607  -3.298  -0.080
C  1.437  -4.008  0.772
C  1.525  -3.657  2.098
C  0.648  -2.625  2.576
C  -0.076  -1.895  1.701
N  0.002  -2.109  0.315
H  -1.297  -5.092  -5.073
H  -0.553  -3.485  -5.214
H  -2.173  -3.653  -4.510
H  -0.341  -6.456  -3.277
H  0.596  -5.956  -0.751
H  2.014  -4.840  0.386
H  2.199  -4.173  2.764
H  0.558  -2.412  3.633
H  -0.809  -0.622  3.213
Cl  0.164  1.320  -3.472
C  -0.223  2.887  -2.811
C  -0.700  3.863  -3.663
C  -0.978  5.122  -3.147
C  -0.769  5.389  -1.804
C  -0.292  4.394  -0.962
C  -0.016  3.119  -1.451
P  0.587  1.793  -0.360
C  0.424  2.437  1.316
C  -0.846  2.711  1.828
C  -0.989  3.194  3.117
C  0.138  3.402  3.907
C  1.400  3.131  3.403
C  1.549  2.648  2.108
C  2.362  1.653  -0.688
C  3.024  0.503  -0.253
C  4.382  0.351  -0.492
C  5.080  1.341  -1.173
C  4.424  2.483  -1.610
C  3.067  2.642  -1.366
H  -0.846  3.640  -4.711
H  -1.356  5.895  -3.804
H  -0.974  6.374  -1.406
H  -0.125  4.613  0.084
H  -1.725  2.565  1.213
H  -1.975  3.410  3.506
H  0.028  3.780  4.915
H  2.277  3.294  4.015
H  2.537  2.437  1.724
H  2.488  -0.276  0.283
H  4.892  -0.540  -0.151
H  6.138  1.220  -1.366
H  4.968  3.253  -2.142
H  2.559  3.536  -1.709
C  -3.281  -0.520  3.171
C  -2.540  -1.031  1.933
C  -2.886  -2.504  1.716
C  -3.006  -0.205  0.729
C  -1.009  -0.806  2.157
H  -4.363  -0.534  3.015
H  -2.986  0.506  3.411
H  -3.059  -1.146  4.038
H  -3.971  -2.629  1.711
H  -2.477  -3.127  2.515
H  -2.496  -2.877  0.767
H  -4.026  -0.447  0.422
H  -2.371  -0.408  -0.152
H  -2.951  0.864  0.935
H  -0.734  0.135  1.659

Atoms 1-6, force components in eV/Å:
-0.214 0.130 0.099
0.082 -0.058 0.167
-0.037 -0.329 -0.290
-0.148 0.169 -0.219
0.004 0.130 0.101
0.295 -0.004 0.794

Löwdin atomic charge list, values in e, 6 entries: 0.87 -0.02 -0.12 -0.02 -0.01 0.02



(3)
A 17-piece molecular cluster, C41H124N26O17 overall in a non-equilibrium geometry. Source: the OMol25 dataset; level of theory: ωB97M-V/def2-TZVPD.

Results
Energy above the lowest of the compared OMol25 structures with the same formula, charge and spin, kJ/mol: 552.6
E, eV: -118079.6513
Highest occupied orbital energy, eV: -8.526
Strongest force on any atom, eV Å⁻¹: 6.58

CARTESIAN COORDINATES (ANGSTROEM)
C  -25.179  -4.408  0.288
O  -24.898  -4.973  -0.796
N  -26.406  -4.116  0.591
N  -24.332  -4.075  1.249
H  -26.569  -3.477  1.356
H  -27.162  -4.475  0.026
H  -24.734  -3.717  2.103
H  -23.328  -4.126  1.144
C  -20.374  -4.737  -4.419
O  -21.173  -5.321  -3.708
N  -20.808  -3.791  -5.156
N  -19.147  -5.102  -4.654
H  -21.695  -3.329  -5.017
H  -20.156  -3.378  -5.809
H  -18.515  -4.733  -5.350
H  -18.735  -5.845  -4.108
C  -23.601  -1.586  -5.471
O  -23.445  -2.610  -4.895
N  -24.210  -1.415  -6.587
N  -23.110  -0.446  -5.016
H  -24.517  -0.491  -6.856
H  -24.658  -2.225  -6.989
H  -22.520  -0.504  -4.199
H  -23.383  0.293  -5.649
C  -22.282  -1.606  -1.826
O  -21.799  -0.784  -2.624
N  -22.110  -1.623  -0.513
N  -23.031  -2.680  -2.199
H  -22.400  -2.458  -0.023
H  -21.677  -0.905  0.050
H  -23.348  -3.412  -1.579
H  -23.121  -2.692  -3.205
C  -21.293  -4.733  0.052
O  -21.577  -4.127  1.068
N  -20.067  -4.855  -0.448
N  -22.090  -5.473  -0.623
H  -20.041  -5.257  -1.374
H  -19.314  -5.013  0.206
H  -21.669  -5.705  -1.511
H  -23.082  -5.354  -0.481
C  -24.857  -5.505  -4.444
O  -26.066  -5.630  -4.218
N  -24.060  -5.396  -3.459
N  -24.273  -5.365  -5.618
H  -24.460  -5.337  -2.533
H  -23.075  -5.278  -3.644
H  -23.352  -4.956  -5.552
H  -24.890  -5.173  -6.394
C  -22.830  -4.551  4.581
O  -23.076  -4.196  5.720
N  -22.128  -3.851  3.782
N  -23.319  -5.615  3.977
H  -21.652  -3.036  4.143
H  -21.866  -4.282  2.907
H  -22.962  -5.900  3.077
H  -23.675  -6.334  4.591
C  -18.227  -1.777  -2.309
O  -17.005  -2.057  -2.406
N  -18.782  -1.710  -1.181
N  -19.006  -1.509  -3.290
H  -18.184  -1.934  -0.399
H  -19.790  -1.738  -1.122
H  -18.677  -1.492  -4.245
H  -19.811  -0.954  -3.036
C  -27.679  -2.392  -3.273
O  -28.375  -1.471  -2.962
N  -27.989  -3.361  -4.060
N  -26.428  -2.347  -3.016
H  -28.931  -3.594  -4.340
H  -27.190  -3.901  -4.358
H  -25.804  -3.022  -3.435
H  -26.060  -1.522  -2.563
C  -20.626  -2.070  -8.261
C  -19.480  -1.456  -7.550
C  -20.029  -0.343  -6.602
O  -19.054  0.186  -5.725
C  -19.521  1.458  -5.179
N  -18.755  -2.470  -6.810
H  -21.146  -1.414  -8.959
H  -21.433  -2.383  -7.598
H  -20.385  -2.898  -8.929
H  -18.739  -0.959  -8.177
H  -20.797  -0.675  -5.903
H  -20.493  0.448  -7.190
H  -20.218  1.187  -4.386
H  -20.000  2.130  -5.891
H  -18.660  1.996  -4.781
H  -18.374  -3.200  -7.396
H  -17.964  -1.964  -6.435
C  -16.071  -1.585  1.261
C  -16.532  -2.394  2.437
C  -16.246  -1.787  3.818
O  -16.444  -2.797  4.751
C  -16.013  -2.586  6.033
N  -17.926  -2.706  2.138
H  -15.004  -1.367  1.205
H  -16.461  -0.567  1.275
H  -16.396  -1.972  0.296
H  -15.998  -3.344  2.426
H  -16.709  -0.820  4.015
H  -15.172  -1.632  3.724
H  -14.967  -2.304  6.155
H  -16.206  -3.497  6.600
H  -16.589  -1.865  6.613
H  -18.172  -3.549  2.637
H  -18.485  -1.966  2.538
C  -24.029  3.889  -6.922
C  -23.376  2.757  -6.174
C  -22.875  3.179  -4.791
O  -21.780  4.093  -4.763
C  -21.328  4.368  -3.451
N  -24.401  1.723  -6.161
H  -24.387  3.577  -7.903
H  -23.314  4.689  -7.113
H  -24.790  4.375  -6.312
H  -22.533  2.315  -6.706
H  -22.524  2.325  -4.212
H  -23.761  3.640  -4.354
H  -20.806  3.512  -3.022
H  -22.136  4.818  -2.875
H  -20.473  5.043  -3.410
H  -24.688  1.381  -7.067
H  -25.311  1.963  -5.794
C  -21.796  -0.021  3.657
C  -20.487  -0.282  2.825
C  -20.407  0.803  1.724
O  -21.481  0.593  0.793
C  -21.359  1.529  -0.276
N  -19.356  -0.247  3.687
H  -22.679  -0.203  3.045
H  -21.794  1.003  4.030
H  -21.886  -0.741  4.470
H  -20.433  -1.282  2.394
H  -19.451  0.755  1.203
H  -20.508  1.763  2.229
H  -21.613  2.538  0.049
H  -22.170  1.224  -0.936
H  -20.402  1.516  -0.798
H  -19.592  0.419  4.409
H  -19.496  -1.125  4.165
C  -18.859  5.229  -0.422
C  -17.568  5.264  -1.331
C  -17.489  4.014  -2.229
O  -16.978  2.978  -1.382
C  -17.203  1.769  -2.066
N  -17.343  6.444  -2.151
H  -18.956  6.075  0.258
H  -18.786  4.373  0.249
H  -19.759  5.201  -1.037
H  -16.786  5.283  -0.572
H  -16.687  4.065  -2.965
H  -18.429  3.717  -2.696
H  -16.639  1.838  -2.997
H  -18.260  1.630  -2.289
H  -16.769  0.878  -1.611
H  -18.064  6.377  -2.855
H  -16.437  6.375  -2.592
C  -26.349  1.452  1.277
C  -26.234  1.380  -0.245
C  -25.305  0.188  -0.710
O  -25.453  -0.116  -2.059
C  -25.064  0.907  -2.973
N  -27.572  0.975  -0.728
H  -25.386  1.527  1.783
H  -26.910  0.662  1.774
H  -26.892  2.365  1.522
H  -25.878  2.315  -0.677
H  -25.563  -0.808  -0.351
H  -24.230  0.330  -0.601
H  -24.010  1.180  -3.018
H  -25.682  1.769  -2.720
H  -25.434  0.647  -3.964
H  -27.412  0.472  -1.590
H  -27.820  0.144  -0.211
C  -28.677  -5.342  5.276
C  -27.938  -4.647  4.118
C  -27.143  -3.321  4.426
O  -26.466  -2.802  3.244
C  -25.730  -1.590  3.365
N  -27.098  -5.633  3.476
H  -27.996  -5.375  6.127
H  -28.966  -6.351  4.981
H  -29.589  -4.811  5.548
H  -28.721  -4.628  3.360
H  -26.400  -3.553  5.189
H  -27.813  -2.571  4.846
H  -26.460  -0.922  3.821
H  -25.450  -1.125  2.420
H  -24.827  -1.539  3.974
H  -26.460  -5.934  4.199
H  -26.562  -5.177  2.751
C  -25.027  -10.321  -0.620
C  -24.566  -8.943  -0.981
C  -24.714  -8.651  -2.447
O  -23.816  -9.180  -3.402
C  -22.549  -8.626  -3.222
N  -25.200  -7.978  -0.145
H  -26.047  -10.547  -0.932
H  -24.886  -10.494  0.446
H  -24.416  -11.104  -1.069
H  -23.496  -8.852  -0.798
H  -24.925  -7.591  -2.585
H  -25.657  -9.107  -2.750
H  -22.608  -7.581  -3.526
H  -21.996  -8.990  -4.088
H  -21.938  -8.697  -2.323
H  -26.185  -7.892  -0.351
H  -24.760  -7.104  -0.394

Atoms 1-6, force components in eV/Å:
0.620 -0.944 -1.576
0.782 0.220 0.765
-3.167 0.582 0.246
0.992 0.453 0.740
-0.516 -0.183 0.056
0.190 0.335 0.001

Löwdin atomic charge list, values in e, 6 entries: -0.67 -0.06 0.21 0.22 0.08 0.14



(4)
An isolated ion of composition C4H7O2 and charge -1 in a non-equilibrium geometry. Source: the OMol25 dataset; level of theory: ωB97M-V/def2-TZVPD.

Results
Net charge: -1
Energy above the lowest of the compared OMol25 structures with the same formula, charge and spin, kJ/mol: 8.2
E, eV: -8357.9915
SMILES: CCCC(=O)[O-]
Highest occupied orbital energy, eV: -3.880
Strongest force on any atom, eV Å⁻¹: 1.18

CARTESIAN COORDINATES (ANGSTROEM)
C  1.270  -0.199  1.661
C  -0.159  -0.711  1.399
C  -0.455  -0.865  -0.084
C  -0.340  0.405  -0.968
O  -0.321  0.208  -2.207
O  -0.287  1.495  -0.348
H  2.055  -0.834  1.248
H  1.301  0.827  1.313
H  1.489  -0.211  2.741
H  -0.269  -1.689  1.895
H  -0.810  -0.068  1.993
H  0.114  -1.722  -0.453
H  -1.492  -1.202  -0.241

Atoms 1-6, force components in eV/Å:
-0.325 -0.236 0.822
0.824 -0.424 0.737
-0.925 -0.228 0.137
0.505 0.130 -0.182
-0.090 -0.026 0.331
-0.136 -0.129 -0.104

Löwdin atomic charge list, values in e, 6 entries: -0.13 -0.29 -0.17 -0.75 -0.11 -0.09